Density functional theory data (wB97M-V/def2-TZVPD) for the molecule C3H6O2.

XYZ file:
```
11
Properties=species:S:1:pos:R:3:forces:R:3:mulliken_charge:R:1
C -1.496562 0.537485 0.086392 -0.0312 0.0232 -0.0107 -1.081
C -0.319503 -0.413640 0.141849 -0.2206 -0.0973 0.0039 -0.193
O 0.868979 0.389907 0.276481 0.1236 0.0116 -0.0621 -0.263
C 2.002647 -0.126911 -0.200916 0.0984 -0.2855 -0.1426 0.158
O 2.126085 -1.204338 -0.721927 -0.0275 0.3984 0.2154 -0.497
H -1.433940 1.169966 -0.803479 -0.0194 -0.0696 0.1058 0.293
H -2.435577 -0.023215 0.046469 0.1402 0.0543 0.0063 0.354
H -1.516161 1.185198 0.968339 0.0016 -0.1169 -0.1178 0.291
H -0.237531 -1.033734 -0.755929 -0.0160 0.1374 0.1559 0.324
H -0.378530 -1.075685 1.012212 0.0364 0.0600 -0.1262 0.259
H 2.820089 0.594965 -0.049488 -0.0855 -0.1156 -0.0280 0.354
```
Positions in Å, forces in eV/Å.

The largest force on an atom is 0.5 eV Å⁻¹. The calculation puts the frontier orbital gap at 11.7 eV. The spin multiplicity is 1. As for the structure (SMILES): CCOC=O. The value obtained for the relative energy (zero: lowest compared OMol25 entry of this formula, charge and spin) is 46.6 kJ/mol. The value obtained for the highest occupied orbital energy is -0.3944 Eh.

Density functional theory data (wB97M-V/def2-TZVPD) for the molecule C3H6O2 in a non-equilibrium geometry.

XYZ file:
```
11
Properties=species:S:1:pos:R:3:forces:R:3:mulliken_charge:R:1
C 0.017502 1.037358 -0.460720 -0.2260 1.3293 -0.3873 -0.484
C 0.329711 0.042546 0.579581 0.5366 -0.7006 0.4938 0.131
C -0.727534 -0.560778 1.382963 -0.9929 -0.5469 2.4391 -0.334
H 0.469446 -0.333317 -1.755449 0.3320 2.4986 -0.1636 0.359
H -1.076236 1.214869 -0.483610 0.3061 -0.3125 -0.4623 0.244
H 0.468131 2.011225 -0.245297 -0.0871 -0.0928 0.4075 0.273
H 1.370770 -0.030195 0.847278 0.1964 0.2247 0.4996 0.326
H -0.623688 -1.038320 2.435457 0.3534 0.9661 -1.8579 0.219
H -1.762918 -0.186850 1.254758 0.6296 -0.1968 -0.1781 0.175
O 0.608399 0.683608 -1.696075 -0.6863 -2.9743 -0.1162 -0.507
O -0.178847 -1.277629 0.313065 -0.3620 -0.1947 -0.6745 -0.401
```
Positions in Å, forces in eV/Å.

The largest force on an atom is 3.1 eV Å⁻¹. The calculation puts the frontier orbital gap at 11.4 eV. The spin multiplicity is 1. As for the structure (SMILES): OC[C@H]1CO1. The value obtained for the relative energy (zero: lowest compared OMol25 entry of this formula, charge and spin) is 226.9 kJ/mol. The value obtained for the highest occupied orbital energy is -0.3785 Eh.

Density functional theory data (wB97M-V/def2-TZVPD) for a structure of composition C3H6O2 in a non-equilibrium geometry.

XYZ file:
```
11
Properties=species:S:1:pos:R:3:forces:R:3:mulliken_charge:R:1
C -1.031649 -0.032428 0.689423 0.5661 -1.2325 -0.6530 -0.373
C 0.128226 0.847798 0.618302 0.3751 -0.4376 0.5146 -0.380
O 0.578017 0.920976 -0.685050 0.1864 -0.1669 -0.1192 -0.402
C 0.637074 -0.499776 -1.114780 -0.2457 0.4674 -0.1767 -0.097
O 0.151992 -1.297369 -0.100515 -1.4485 0.6160 0.4437 -0.539
H -1.761712 -0.199873 -0.079200 -0.3610 0.4740 -0.2546 0.252
H -1.378734 -0.198776 1.724148 0.4018 -0.7116 -0.6408 0.245
H 0.314790 1.714523 1.250413 -0.5799 0.2189 -0.4384 0.446
H 0.623457 -0.025187 1.093822 1.4745 1.0858 0.8517 0.354
H 0.036086 -0.564906 -2.034022 0.0685 0.1096 0.1060 0.225
H 1.702453 -0.664983 -1.362542 -0.4374 -0.4230 0.3668 0.269
```
Positions in Å, forces in eV/Å.

The largest force on an atom is 2.0 eV Å⁻¹. The calculation puts the frontier orbital gap at 9.7 eV. The spin multiplicity is 1. The value obtained for the relative energy (zero: lowest compared OMol25 entry of this formula, charge and spin) is 411.1 kJ/mol. The value obtained for the highest occupied orbital energy is -0.3386 Eh.

Repeat the second record exactly.
Density functional theory data (wB97M-V/def2-TZVPD) for the molecule C3H6O2 in a non-equilibrium geometry.

XYZ file:
```
11
Properties=species:S:1:pos:R:3:forces:R:3:mulliken_charge:R:1
C 0.017502 1.037358 -0.460720 -0.2260 1.3293 -0.3873 -0.484
C 0.329711 0.042546 0.579581 0.5366 -0.7006 0.4938 0.131
C -0.727534 -0.560778 1.382963 -0.9929 -0.5469 2.4391 -0.334
H 0.469446 -0.333317 -1.755449 0.3320 2.4986 -0.1636 0.359
H -1.076236 1.214869 -0.483610 0.3061 -0.3125 -0.4623 0.244
H 0.468131 2.011225 -0.245297 -0.0871 -0.0928 0.4075 0.273
H 1.370770 -0.030195 0.847278 0.1964 0.2247 0.4996 0.326
H -0.623688 -1.038320 2.435457 0.3534 0.9661 -1.8579 0.219
H -1.762918 -0.186850 1.254758 0.6296 -0.1968 -0.1781 0.175
O 0.608399 0.683608 -1.696075 -0.6863 -2.9743 -0.1162 -0.507
O -0.178847 -1.277629 0.313065 -0.3620 -0.1947 -0.6745 -0.401
```
Positions in Å, forces in eV/Å.

The largest force on an atom is 3.1 eV Å⁻¹. The calculation puts the frontier orbital gap at 11.4 eV. The spin multiplicity is 1. As for the structure (SMILES): OC[C@H]1CO1. The value obtained for the relative energy (zero: lowest compared OMol25 entry of this formula, charge and spin) is 226.9 kJ/mol. The value obtained for the highest occupied orbital energy is -0.3785 Eh.